[1]
C4H6O2 as an isolated structure at a distorted geometry. Source: the OMol25 dataset; level of theory: the ωB97M-V functional and the def2-TZVPD basis.

Summary:
Energy relative to the best compared isomer or geometry (same formula, charge and spin) = 37.66 kcal per mole
Spin multiplicity = 1
Frontier orbital gap = 11.49 eV

Cartesian coordinates (Å):
C 0.2738 0.1967 1.6437
C 0.2391 0.3946 0.1368
C -0.0433 -0.9087 -0.9521
C -0.6522 0.2660 -1.6119
O -0.6143 0.7432 -2.7041
O -0.9503 0.9589 -0.4114
H -0.6190 -0.3187 2.0085
H 0.3734 1.1422 2.2026
H 1.1631 -0.4004 1.8682
H 1.0792 1.0224 -0.1902
H 0.5083 -1.6083 -1.6217
H -0.7578 -1.4878 -0.3684

---

[2]
A 2-piece molecular cluster, C2H4I overall. Source: the OMol25 dataset; level of theory: the ωB97M-V functional and the def2-TZVPD basis.

Summary:
Total charge = -1
Spin multiplicity = 1
Frontier orbital gap = 6.35 eV

Cartesian coordinates (Å):
C -0.7151 1.0811 0.1981
C 0.6088 1.1043 0.3598
H -1.3220 1.9790 0.3612
H -1.2336 0.1634 -0.1023
H 1.1273 2.0219 0.6602
H 1.2157 0.2063 0.1967
I 0.3189 -6.5560 -1.6736

---

[3]
An isolated ion of composition CH4N2O3P and charge -1 at a distorted geometry. Source: the OMol25 dataset; level of theory: the ωB97M-V functional and the def2-TZVPD basis.

Summary:
SMILES = [H]/N=C(\N)[P@@](=O)([O-])O
Energy relative to the best compared isomer or geometry (same formula, charge and spin) = 22.17 kcal per mole
Total charge = -1
Spin multiplicity = 1
Frontier orbital gap = 9.12 eV

Cartesian coordinates (Å):
H -1.9727 1.2975 -0.7099
N -0.9153 1.1621 -0.5952
C -0.4867 0.0564 -0.2547
N -1.1721 -1.1348 0.0352
P 1.2664 -0.1153 0.2769
O 0.9922 -0.3887 1.7918
O 2.0685 -1.0919 -0.5243
O 1.6649 1.4070 -0.2418
H -1.9636 -1.0538 0.7074
H -0.3877 -1.6758 0.3872
H 0.9062 1.5373 -0.8724